1.
Density functional theory data (wB97M-V/def2-TZVPD) for a structure of composition C34H22BrN8S6Sr at a distorted geometry.

XYZ file:
```
72
C34H22BrN8S6Sr | the OMol25 dataset | wB97M-V/def2-TZVPD
Sr 0.3287 0.1254 -0.3896
C -0.2390 -2.6573 -4.4853
C -1.5790 -2.8897 -4.5801
C -2.3965 -2.4302 -3.5200
C -1.7981 -1.6650 -2.5346
N -0.4748 -1.4319 -2.4684
C 0.2936 -1.9545 -3.3877
C -2.6739 -0.9144 -1.6158
C -3.8498 -1.5110 -1.1555
C -4.6017 -0.8499 -0.1694
C -4.2554 0.4160 0.1653
C -3.1609 1.0191 -0.4728
N -2.3770 0.3260 -1.2899
H 0.4825 -3.0569 -5.2028
H -1.9501 -3.5191 -5.3249
H -3.4604 -2.5895 -3.4343
H 1.3474 -1.7983 -3.2350
H -4.1801 -2.5036 -1.4326
H -5.4376 -1.3420 0.2667
H -4.7910 0.9094 0.9505
H -2.9469 2.0864 -0.3442
S 1.7063 2.7504 -7.3904
C 1.8116 2.4577 -5.7262
S 1.0584 3.4542 -4.5495
C 1.3544 2.4131 -3.1112
C 2.1186 1.3189 -3.3758
S 2.6155 0.1760 -2.2139
S 2.7120 1.2030 -5.0416
S 0.4873 2.7996 -1.6269
Br 3.5282 5.4217 4.1104
C 3.4042 3.7211 3.2591
C 4.0090 3.4582 2.0494
C 3.6804 2.2900 1.3466
C 2.8411 1.3688 1.9167
C 2.2214 1.6063 3.1502
C 2.5034 2.7925 3.8326
N 2.5555 0.2008 1.2345
C 3.5215 -0.5329 0.8209
C 3.2849 -1.8498 0.1351
C 4.3490 -2.5282 -0.3714
C 4.1154 -3.6214 -1.1509
C 2.8116 -4.0221 -1.3501
C 1.7836 -3.2663 -0.7981
N 2.0044 -2.1634 -0.0414
H 4.6529 4.2002 1.6160
H 4.1193 2.0944 0.3429
H 1.5930 0.8565 3.6046
H 1.9502 2.9755 4.7511
H 4.5493 -0.2281 0.9816
H 5.3521 -2.1539 -0.1804
H 4.9473 -4.1861 -1.5912
H 2.4965 -4.8833 -1.9065
H 0.7587 -3.4384 -0.9386
N -1.0175 -1.9534 0.4334
C -1.6378 -2.4517 1.2883
N -2.5612 -2.8827 2.0543
C -2.3896 -3.3393 3.2898
N -2.4231 -3.6408 4.3892
S -1.9030 4.2417 2.0167
C -0.5524 3.2823 1.4128
N -0.5918 2.0392 1.6464
C -1.7311 1.7259 2.4161
C -1.9505 0.4561 2.9546
C -3.0263 0.2186 3.7225
C -3.8633 1.3137 4.0354
C -3.7093 2.5511 3.4844
C -2.5952 2.7800 2.6674
H 0.2316 3.7018 0.8092
H -1.1937 -0.2737 2.7832
H -3.2353 -0.8167 4.0646
H -4.7247 1.2185 4.6870
H -4.3026 3.3755 3.7175
```

Computed properties:
- HOMO (hartree) = -0.1357
- total energy (eV) = -183431.20100
- net charge = -1
- orbital gap (eV) = 5.186


2.
Density functional theory data (wB97M-V/def2-TZVPD) for a structure of composition C38H48N2O2SbSe5W at a distorted geometry.

XYZ file:
```
97
C38H48N2O2SbSe5W | the OMol25 dataset | wB97M-V/def2-TZVPD
W -0.4107 0.3034 0.0265
C 0.6306 -1.8499 7.4137
C 1.5114 -1.9702 6.1690
C 2.8668 -1.3096 6.4609
C 1.7036 -3.4594 5.8551
C 0.8850 -1.2945 4.9665
C 1.6072 -1.1763 3.7849
C 1.0604 -0.5003 2.7081
Se 2.0227 -0.6406 0.9350
C 2.9441 0.9876 1.1411
C 4.1357 1.1359 1.7986
C 4.5728 2.4224 2.0664
C 3.7485 3.4751 1.6788
C 2.5339 3.3313 1.0092
C 2.1273 2.0291 0.6920
O 1.0044 1.6284 0.0185
C 1.6162 4.5130 0.7293
C 1.3679 4.6035 -0.7841
C 0.3109 4.2644 1.5047
C 2.2012 5.8412 1.2073
C 5.8683 2.5722 2.8422
C 7.0107 1.8693 2.0904
C 5.6684 1.9222 4.2220
C 6.2620 4.0344 3.0520
C -0.2132 0.0958 2.7903
O -0.6712 0.8009 1.6973
C -1.0145 -0.1667 3.9082
C -0.4284 -0.8415 4.9710
C -2.4986 0.1807 3.8735
C -2.6891 1.6987 3.7416
C -3.1202 -0.5602 2.6777
C -3.2327 -0.3050 5.1242
H 1.1696 -2.2564 8.2653
H 0.3969 -0.8100 7.6354
H -0.2831 -2.4243 7.2890
H 3.2865 -1.7228 7.3728
H 3.5783 -1.4846 5.6588
H 2.7559 -0.2359 6.5989
H 2.1230 -3.9592 6.7222
H 0.7473 -3.9241 5.6114
H 2.3836 -3.6074 5.0223
H 2.5811 -1.6315 3.6708
H 4.6850 0.2622 2.1107
H 4.0664 4.4737 1.9197
H 0.8942 3.6969 -1.1573
H 0.7247 5.4474 -1.0315
H 2.3151 4.7231 -1.3109
H -0.0785 3.2608 1.3099
H 0.5009 4.3352 2.5751
H -0.4593 4.9868 1.2368
H 3.1218 6.0746 0.6760
H 1.4878 6.6397 1.0150
H 2.3955 5.8184 2.2784
H 6.8448 0.7991 1.9907
H 7.1282 2.2927 1.0941
H 7.9433 2.0104 2.6321
H 5.3759 0.8771 4.1430
H 6.5932 1.9689 4.7917
H 4.8960 2.4509 4.7787
H 6.4042 4.5428 2.1001
H 5.5161 4.5676 3.6399
H 7.2007 4.0719 3.5996
H -1.0355 -1.0395 5.8332
H -2.1477 2.1010 2.8814
H -3.7432 1.9426 3.6204
H -2.3186 2.2100 4.6282
H -2.7718 -0.1559 1.7012
H -2.8940 -1.6299 2.7387
H -4.2004 -0.4539 2.6721
H -2.8624 0.1941 6.0158
H -4.2882 -0.0620 5.0271
H -3.1389 -1.3841 5.2341
C -3.1324 3.5768 -1.3030
C -2.8355 3.5128 -2.6539
C -1.6716 2.8774 -3.0593
C -0.8800 2.2488 -2.1031
N -1.1872 2.2876 -0.7920
C -2.2664 2.9678 -0.4121
C 0.2445 1.4009 -2.5680
C 0.9980 1.7763 -3.6784
C 1.9388 0.9013 -4.1978
C 2.1088 -0.3513 -3.6185
C 1.3704 -0.6400 -2.4907
N 0.4785 0.2157 -1.9560
H -4.0331 4.0412 -0.9366
H -3.5165 3.9116 -3.3886
H -1.4304 2.7871 -4.1053
H -2.4744 2.9545 0.6560
H 0.8502 2.7497 -4.1183
H 2.5209 1.1821 -5.0608
H 2.7975 -1.0805 -4.0127
H 1.4673 -1.6100 -1.9868
Se -0.4412 -5.7774 -0.2613
Sb -0.8608 -4.0400 1.2644
Se -2.3699 -0.1602 -1.2105
Se -0.6019 -1.8250 0.4876
Se -1.4191 -4.3485 3.5379
```

Computed properties:
- HOMO (spin up / spin down) (hartree) = -0.3650 / -0.3651
- total energy (eV) = -382348.55145
- net charge = +1
- orbital gap (spin up / spin down) (eV) = 5.455 / 5.456


3.
Density functional theory data (wB97M-V/def2-TZVPD) for a structure of composition C39H40AsCoN3O2.

XYZ file:
```
86
C39H40AsCoN3O2 | the OMol25 dataset | wB97M-V/def2-TZVPD
Co 0.0833 -0.3879 0.3454
C 2.0972 -0.6456 2.4840
N 2.1001 -0.7002 1.0118
C 2.6072 -2.0285 0.6088
C 2.2353 -2.4116 -0.8123
C 0.8711 -3.0661 -0.8780
N -0.1975 -2.0846 -0.6555
C -1.3875 -2.5440 -0.7138
C -2.6027 -1.7840 -0.6274
C -3.8233 -2.4758 -0.6530
C -5.0236 -1.8093 -0.6184
C -5.0044 -0.4054 -0.5630
C -3.8216 0.2984 -0.5515
C -2.5775 -0.3687 -0.5840
O -1.4676 0.3087 -0.6173
C 2.9628 0.3731 0.4475
C 2.2119 1.5988 -0.0628
C 1.2873 2.2527 0.9491
N 0.2276 1.3128 1.3124
C -0.7931 1.7425 1.9586
C -1.8463 0.9377 2.5018
C -2.9342 1.6081 3.1003
C -3.9730 0.9299 3.6766
C -3.9308 -0.4791 3.6755
C -2.8818 -1.1656 3.1207
C -1.7909 -0.4928 2.5016
O -0.8210 -1.1661 1.9860
H 3.0865 -0.9129 2.8725
H 1.3419 -1.3274 2.8678
H 1.8405 0.3539 2.8219
H 2.1734 -2.7557 1.2970
H 3.6951 -2.0605 0.7517
H 2.9787 -3.1038 -1.2120
H 2.2387 -1.5273 -1.4570
H 0.8080 -3.8592 -0.1266
H 0.7390 -3.5310 -1.8584
H -1.5147 -3.6175 -0.8847
H -3.8052 -3.5615 -0.7026
H -5.9607 -2.3503 -0.6324
H -5.9424 0.1374 -0.5279
H -3.8061 1.3811 -0.5034
H 3.5302 -0.0468 -0.3848
H 3.6921 0.6737 1.2085
H 1.6237 1.3089 -0.9371
H 2.9478 2.3346 -0.3976
H 0.8728 3.1773 0.5361
H 1.8567 2.5307 1.8444
H -0.8688 2.8189 2.1494
H -2.9374 2.6949 3.0927
H -4.8017 1.4592 4.1285
H -4.7489 -1.0346 4.1213
H -2.8521 -2.2488 3.1196
C 3.5072 0.7687 -6.4776
C 2.2295 0.3604 -6.8444
C 1.2479 0.1831 -5.8796
C 1.5265 0.4137 -4.5328
C 2.8111 0.8206 -4.1773
C 3.7979 1.0021 -5.1418
As 0.2269 0.2049 -3.0638
C -0.8768 1.7522 -3.4953
C -0.7908 2.8327 -2.6220
C -1.4247 4.0330 -2.9196
C -2.1616 4.1546 -4.0903
C -2.2746 3.0703 -4.9525
C -1.6333 1.8747 -4.6573
C -0.8491 -1.2441 -3.7846
C -0.2062 -2.3862 -4.2631
C -0.9435 -3.4912 -4.6656
C -2.3330 -3.4693 -4.5833
C -2.9771 -2.3417 -4.0950
C -2.2378 -1.2344 -3.6936
H 4.2731 0.9003 -7.2320
H 1.9975 0.1781 -7.8862
H 0.2597 -0.1462 -6.1802
H 3.0432 1.0027 -3.1321
H 4.7907 1.3197 -4.8480
H -0.2447 2.7228 -1.6915
H -1.3486 4.8702 -2.2359
H -2.6511 5.0906 -4.3300
H -2.8613 3.1569 -5.8592
H -1.7294 1.0353 -5.3353
H 0.8761 -2.4086 -4.3337
H -0.4356 -4.3708 -5.0424
H -2.9099 -4.3291 -4.9017
H -4.0570 -2.3233 -4.0127
H -2.7474 -0.3673 -3.2891
```

Computed properties:
- HOMO (spin up / spin down) (hartree) = -0.2562 / -0.2593
- total energy (eV) = -148124.00007
- net charge = 0
- orbital gap (spin up / spin down) (eV) = 7.515 / 7.670
- multiplicity = 2
- <S²> = 0.763


4.
Density functional theory data (wB97M-V/def2-TZVPD) for a structure of composition C26H45N2O5PV at a distorted geometry.

XYZ file:
```
80
C26H45N2O5PV | the OMol25 dataset | wB97M-V/def2-TZVPD
C 6.5384 -2.0775 0.4148
C 6.3130 -0.6594 -0.1277
C 5.4795 0.1527 0.8601
C 4.6741 1.3084 0.2135
C 3.3212 1.4321 0.9133
C 2.6224 2.7988 0.7279
C 1.5261 2.7527 -0.3552
C 0.2427 3.4979 0.0209
C -0.8763 3.0964 -0.9607
C -2.2888 3.4402 -0.4566
C -3.1134 2.2549 0.0699
C -3.1769 1.0530 -0.8710
C -3.5490 -0.2983 -0.2107
C -3.4239 -0.4995 1.2897
O -4.1520 0.3328 2.1394
C -2.0131 -0.6257 1.8760
C -1.7520 -1.4508 2.9594
C -0.4470 -1.4497 3.4111
C 0.5079 -0.6507 2.7887
N 0.3076 0.1366 1.7341
C -0.9480 0.1096 1.3165
C -3.9567 -1.9510 1.3675
O -4.6022 -2.4296 2.2444
N -3.5582 -2.6097 0.1981
C -3.1125 -1.6197 -0.8618
O -3.9138 -2.0069 -1.9443
C -3.3831 -1.9652 -3.2616
C -3.4276 -0.6126 -3.9520
P -1.2729 -1.9078 -0.7836
C -1.0845 -3.6871 -1.1646
C -0.3468 -0.9559 -2.0613
C 0.6312 -1.8087 -2.8819
H 7.4171 -2.5475 -0.0199
H 6.7028 -2.0552 1.4902
H 5.6898 -2.7288 0.2155
H 5.8402 -0.7588 -1.1006
H 7.3051 -0.2216 -0.2061
H 6.1007 0.5669 1.6504
H 4.7455 -0.5302 1.2912
H 5.2296 2.2397 0.2850
H 4.5525 1.0259 -0.8300
H 2.6985 0.6088 0.5685
H 3.4632 1.2704 1.9846
H 2.2203 3.1163 1.6845
H 3.3971 3.4695 0.3671
H 1.8706 3.1689 -1.3008
H 1.3054 1.7044 -0.5628
H 0.4087 4.5598 -0.1425
H -0.0429 3.2705 1.0464
H -0.7242 2.0426 -1.1886
H -0.7199 3.6255 -1.8983
H -2.1859 4.1414 0.3698
H -2.8336 3.9784 -1.2291
H -2.7682 2.0223 1.0727
H -4.1350 2.6090 0.1907
H -2.2753 0.9078 -1.4611
H -3.9624 1.2680 -1.5900
H -4.6300 -0.3551 -0.3845
H -4.9949 -0.0837 2.3613
H -2.4938 -2.0676 3.4378
H -0.1507 -2.0628 4.2465
H 1.4972 -0.6683 3.2059
H -1.1741 0.7215 0.4568
H -4.4431 -2.9569 -0.1765
H -2.3794 -2.3781 -3.3631
H -4.0219 -2.6185 -3.8489
H -2.8346 -0.7179 -4.8611
H -2.9652 0.1887 -3.3871
H -4.4247 -0.3403 -4.2797
H -0.0323 -3.9345 -1.2156
H -1.5384 -4.2078 -0.3279
H -1.6317 -3.9677 -2.0602
H -0.9762 -0.3504 -2.7072
H 0.2775 -0.2512 -1.5099
H 1.0921 -1.2020 -3.6555
H 0.1573 -2.6644 -3.3489
H 1.4377 -2.1135 -2.2208
O 2.5712 2.0667 6.9836
V 2.3069 0.8553 5.9126
O 2.2862 -0.7457 5.4037
```

Computed properties:
- HOMO (hartree) = -0.3872
- total energy (eV) = -75872.18271
- net charge = +1
- orbital gap (eV) = 2.407


5.
Density functional theory data (wB97M-V/def2-TZVPD) for a cluster of 2 separate species, C4H11NO5P in total at a distorted geometry.

XYZ file:
```
22
C4H11NO5P | the OMol25 dataset | wB97M-V/def2-TZVPD
C 2.1006 1.6847 0.3806
C 1.1381 0.6316 -0.0960
C -0.1594 0.8289 0.6005
C -0.7963 -1.8685 -0.2821
N 0.9714 0.8226 -1.5308
O -3.4713 -2.4004 -1.3668
O -3.1973 -1.3932 0.8594
O -2.5037 -0.2184 -1.5402
O -1.0220 1.5272 0.1129
O -0.4953 -2.8085 0.8354
P -2.4697 -1.5040 -0.4061
H 1.7430 2.6642 0.6193
H 2.9305 1.7855 -0.2927
H 2.7519 1.2616 1.1544
H 1.4571 -0.3734 0.1283
H -0.2324 0.4297 1.6033
H -0.5456 -2.4334 -1.1243
H -1.0751 -2.4579 1.5316
H 0.1293 1.4583 -1.4386
H 0.6657 -0.0314 -2.0589
H -2.1933 0.4946 -1.0537
H -3.1794 -2.4309 -2.2929
```

Computed properties:
- HOMO (hartree) = -0.1118
- total energy (eV) = -25343.99032
- net charge = -1
- orbital gap (eV) = 6.615


6.
Density functional theory data (wB97M-V/def2-TZVPD) for a structure of composition C33H45BN5O4P2Ru at a distorted geometry.

XYZ file:
```
91
C33H45BN5O4P2Ru | the OMol25 dataset | wB97M-V/def2-TZVPD
Ru -1.2917 -0.2567 -0.4048
C -5.5502 -1.4050 0.8822
C -4.0707 -1.0647 1.0181
O -3.4723 -0.7223 -0.0557
C -3.5259 -1.1482 2.2943
C -2.2341 -0.8088 2.7327
C -1.9500 -0.8648 4.2126
N -1.2532 -0.3870 1.9310
N -0.1474 -0.0045 2.5458
C 0.9326 0.4027 1.9663
O 1.1195 0.3699 0.5348
C 2.0340 0.9121 2.7257
C 2.9121 1.8658 2.1721
C 4.0191 2.2926 2.8647
C 4.2804 1.8096 4.1405
C 3.3951 0.9083 4.7230
C 2.2853 0.4708 4.0388
H -5.8253 -1.4034 -0.1702
H -6.1544 -0.6679 1.4101
H -5.7633 -2.3841 1.3077
H -4.2097 -1.4692 3.0693
H -2.7930 -1.2728 4.7630
H -1.7295 0.1395 4.5750
H -1.0658 -1.4740 4.3971
H 2.7012 2.2761 1.1951
H 4.6841 3.0161 2.4134
H 5.1629 2.1318 4.6722
H 3.5962 0.5337 5.7171
H 1.6101 -0.2487 4.4733
C 0.6623 -3.8103 0.5007
P -0.6423 -2.7810 -0.3056
C -2.1406 -3.6564 0.3005
C -0.5777 -3.3668 -2.0380
C -0.6543 -4.7211 -2.3529
C -0.6266 -5.1515 -3.6644
C -0.5207 -4.2238 -4.6976
C -0.4427 -2.8790 -4.4011
C -0.4700 -2.4276 -3.0829
P -0.3060 -0.6467 -2.7052
C -1.2168 0.1549 -4.0946
C 1.4238 -0.4050 -3.3153
H 0.5617 -4.8710 0.2741
H 0.5838 -3.6561 1.5770
H 1.6360 -3.4533 0.1705
H -2.0730 -4.7331 0.1498
H -3.0027 -3.2659 -0.2359
H -2.2616 -3.4305 1.3602
H -0.7275 -5.4553 -1.5629
H -0.6889 -6.2055 -3.8921
H -0.5009 -4.5555 -5.7257
H -0.3596 -2.1729 -5.2145
H -0.8276 -0.1170 -5.0751
H -1.1305 1.2343 -3.9677
H -2.2677 -0.1239 -4.0242
H 1.5238 -0.7470 -4.3456
H 2.1025 -0.9732 -2.6823
H 1.6848 0.6485 -3.2374
C -3.5549 2.0564 -1.4828
N -3.0377 3.2674 -0.8845
C -4.0785 4.0677 -0.2732
C -1.7649 3.2639 -0.3784
N -1.0549 2.1958 -0.3864
N -1.3242 4.5009 0.0889
C -1.4817 5.6655 -0.7605
C -0.1148 4.5438 0.8816
H -4.2295 2.3300 -2.2973
H -4.1039 1.4481 -0.7552
H -2.7345 1.4475 -1.8750
H -4.6785 3.4517 0.4063
H -4.7400 4.4645 -1.0475
H -3.6590 4.8917 0.2935
H -0.0882 2.3334 -0.1058
H -2.2791 5.5064 -1.4804
H -0.5565 5.8722 -1.3143
H -1.7169 6.5399 -0.1482
H -0.1162 3.7326 1.6083
H -0.0993 5.4906 1.4239
H 0.7981 4.4849 0.2718
O 3.1560 0.5367 -0.7879
B 2.3551 -0.0600 0.1867
O 3.0711 -1.0397 0.8751
C 4.3467 -0.9523 0.4174
C 5.4786 -1.6053 0.8570
C 6.6804 -1.2446 0.2625
C 6.7371 -0.2948 -0.7438
C 5.5928 0.3419 -1.2062
C 4.4010 0.0069 -0.6010
H 5.4312 -2.3380 1.6460
H 7.5923 -1.7088 0.6021
H 7.6953 -0.0333 -1.1649
H 5.6370 1.0835 -1.9851
```

Computed properties:
- HOMO (spin up / spin down) (hartree) = -0.1307 / -0.2344
- total energy (eV) = -72427.96614
- net charge = 0
- orbital gap (spin up / spin down) (eV) = 3.998 / 5.924
- multiplicity = 6
- <S²> = 8.823